C2H4NO2P | the ωB97M-V functional and the def2-TZVPD basis

Geometry as ORCA input:
```
! wB97M-V def2-TZVPD RIJCOSX def2/J DEFGRID3
* xyz 0 3
C -0.4507 -0.7799 -0.4435
C 0.7127 0.1900 -0.5292
N -0.4761 0.2405 1.6609
O -0.8102 -0.7591 0.8963
O -0.8992 1.5295 1.2143
P 0.8274 1.2278 1.0725
H -1.2334 -0.3662 -1.1582
H 0.0416 -1.7796 -0.7641
H 1.6386 -0.3717 -0.5338
H 0.6494 0.8688 -1.4152
*
```

Results
HOMO level (alpha / beta) in Ha: -0.21120 / -0.35935
Energy above the lowest of the compared OMol25 structures with the same formula, charge and spin in kJ/mol: 427.77
Kohn-Sham gap (alpha / beta) in eV: 6.59 / 6.73

C2H4NO2S | the ωB97M-V functional and the def2-TZVPD basis

Geometry as ORCA input:
```
! wB97M-V def2-TZVPD RIJCOSX def2/J DEFGRID3
* xyz -1 1
O 2.8124 -0.9831 -0.8467
N 2.6409 -0.3725 0.3688
O 1.4827 -0.9073 1.0168
C 0.3686 -0.6773 0.0699
C 0.1846 0.8231 0.0938
S 1.9518 1.4077 0.1596
H -0.5410 -1.2393 0.5360
H 0.4212 -1.1229 -0.9256
H -0.6369 1.0787 -0.7587
H -0.1713 1.1575 1.0958
*
```

Results
HOMO level in Ha: -0.09700
Energy above the lowest of the compared OMol25 structures with the same formula, charge and spin in kJ/mol: 482.20
SMILES string: [O-]N1OCCS1
Kohn-Sham gap in eV: 6.53

C2H4NO2S | the ωB97M-V functional and the def2-TZVPD basis

Geometry as ORCA input:
```
! wB97M-V def2-TZVPD RIJCOSX def2/J DEFGRID3
* xyz -1 1
C 0.9093 -0.9475 -1.0207
S 0.7538 0.8765 -0.9946
N 0.0092 0.9798 0.6876
C -1.3336 0.5280 1.0449
O -1.6611 1.0146 2.1199
O -1.7690 -0.3487 0.3075
H 1.0757 -1.4126 -0.0289
H 1.7764 -1.0841 -1.8394
H -0.0371 -1.4224 -1.3694
H 0.2762 1.8163 1.0931
*
```

Results
HOMO level in Ha: -0.14786
Energy above the lowest of the compared OMol25 structures with the same formula, charge and spin in kJ/mol: 34.56
SMILES string: CSNC(=O)[O-]
Kohn-Sham gap in eV: 7.51

C2H4NO3P | the ωB97M-V functional and the def2-TZVPD basis

Geometry as ORCA input:
```
! wB97M-V def2-TZVPD RIJCOSX def2/J DEFGRID3
* xyz 0 1
C 0.4340 1.2106 -1.4459
C 1.2246 2.3175 -1.1505
N 1.7411 1.3803 -1.8509
H 1.5428 3.3063 -0.7763
O 0.2176 -2.0337 -0.1233
P 0.1178 -0.6101 0.5775
O -1.4546 -0.3034 0.5238
O -0.0247 -1.0852 2.1280
H 0.9743 -2.5188 -0.6418
H -1.8542 0.2548 -0.1370
H -0.5270 -1.9852 2.2430
*
```

Results
HOMO level in Ha: -0.32209
Energy above the lowest of the compared OMol25 structures with the same formula, charge and spin in kJ/mol: 417.11
SMILES string: C1=CN=1.OP(O)O
Kohn-Sham gap in eV: 9.21

C2H4NO4 | the ωB97M-V functional and the def2-TZVPD basis

Geometry as ORCA input:
```
! wB97M-V def2-TZVPD RIJCOSX def2/J DEFGRID3
* xyz -1 1
N 1.1603 1.1930 -0.1565
C -0.1047 1.5241 0.3073
O -1.0792 0.6417 -0.0258
O -0.3249 2.5293 0.9675
H 1.2726 0.3050 -0.6289
H 1.9643 1.7434 0.1586
H -0.6743 -0.1933 -0.4358
O 0.3202 -1.2221 -1.1932
C 0.1490 -2.2564 -0.4343
O -0.3411 -2.2679 0.7073
H 0.4495 -3.2614 -0.8822
*
```

Results
HOMO level in Ha: -0.19581
Energy above the lowest of the compared OMol25 structures with the same formula, charge and spin in kJ/mol: 31.77
Kohn-Sham gap in eV: 9.52

C2H4NO4 | the ωB97M-V functional and the def2-TZVPD basis

Geometry as ORCA input:
```
! wB97M-V def2-TZVPD RIJCOSX def2/J DEFGRID3
* xyz -1 1
O 0.5019 0.2710 -1.7484
C -0.4415 -0.3929 -1.3763
N -0.5465 -1.0387 -0.1808
C 0.4913 -0.7050 0.9211
O 0.1789 0.3158 1.5239
O 1.4715 -1.4496 0.9040
H -1.3654 -0.4243 -1.9818
H -1.0304 -1.9198 -0.2707
H -0.6930 1.5552 -0.0390
H -1.4321 2.4620 0.9061
O -1.1725 2.3981 -0.0095
*
```

Results
HOMO level in Ha: -0.17270
Energy above the lowest of the compared OMol25 structures with the same formula, charge and spin in kJ/mol: 135.89
Kohn-Sham gap in eV: 8.73

C2H4NOP | the ωB97M-V functional and the def2-TZVPD basis

Geometry as ORCA input:
```
! wB97M-V def2-TZVPD RIJCOSX def2/J DEFGRID3
* xyz 0 1
C 0.1397 1.1551 0.1390
C -0.0794 -0.2352 -0.0059
N 1.3518 1.5628 0.0245
O 2.2934 0.5179 -0.1736
P 1.5827 -1.0024 0.0019
H -0.6050 1.8932 0.4345
H -0.8944 -0.6112 0.6199
H -0.4806 -0.0243 -1.8174
H 1.8338 -1.4013 1.4142
*
```

Results
HOMO level (alpha / beta) in Ha: -0.32847 / -0.32845
Energy above the lowest of the compared OMol25 structures with the same formula, charge and spin in kJ/mol: 442.05
Kohn-Sham gap (alpha / beta) in eV: 8.13 / 8.13

C2H4NOPS | the ωB97M-V functional and the def2-TZVPD basis

Geometry as ORCA input:
```
! wB97M-V def2-TZVPD RIJCOSX def2/J DEFGRID3
* xyz 0 1
O 0.6101 0.4761 2.0425
C 0.3561 0.1047 0.9303
C -0.9257 -0.5052 0.5718
S -0.6910 -1.4047 -1.0284
P 0.7967 -0.1552 -1.6967
N 1.1339 0.4541 -0.1433
H -1.3708 -1.3551 1.1834
H -1.7651 0.1960 0.2453
H 0.0396 1.0547 -2.2618
H 1.8162 1.1346 0.1570
*
```

Results
HOMO level in Ha: -0.33013
Energy above the lowest of the compared OMol25 structures with the same formula, charge and spin in kJ/mol: 30.97
SMILES string: O=C1CSPN1
Kohn-Sham gap in eV: 9.60

C2H4NOS2 | the ωB97M-V functional and the def2-TZVPD basis

Geometry as ORCA input:
```
! wB97M-V def2-TZVPD RIJCOSX def2/J DEFGRID3
* xyz -1 1
C -1.3890 0.4619 -0.2495
C 1.1292 0.5656 -0.0689
N 0.1604 -2.1178 -0.1082
O -1.4842 1.5436 -0.7605
S -2.1067 -0.2041 1.0468
S 0.0460 -0.7083 -0.9658
H 2.1340 0.0807 0.2435
H 0.5760 0.8903 0.7729
H 1.4731 1.5155 -0.5877
H -0.5389 -2.0273 0.6775
*
```

Results
HOMO level in Ha: -0.14533
Energy above the lowest of the compared OMol25 structures with the same formula, charge and spin in kJ/mol: 113.62
Kohn-Sham gap in eV: 7.70

C2H4NP | the ωB97M-V functional and the def2-TZVPD basis

Geometry as ORCA input:
```
! wB97M-V def2-TZVPD RIJCOSX def2/J DEFGRID3
* xyz 0 1
C -0.5808 -0.2652 -0.8775
C 0.7959 -0.4407 -0.2790
N -2.2211 -1.0018 0.3376
P -2.0246 0.4315 -0.1768
H 1.1541 0.4589 -0.0070
H 1.5597 -0.8747 -1.0123
H 0.7727 -1.0401 0.6778
H -2.9227 1.4985 -0.1851
*
```

Results
HOMO level (alpha / beta) in Ha: -0.29339 / -0.29345
Energy above the lowest of the compared OMol25 structures with the same formula, charge and spin in kJ/mol: 584.03
Kohn-Sham gap (alpha / beta) in eV: 7.51 / 7.52

| no. | maximum force (hartree/bohr) | DFT total energy (eV) |
| --- | --- | --- |
| 1 | 0.1057 | -17004.7261 |
| 2 | 0.0665 | -18555.5651 |
| 3 | 0.0679 | -18560.2045 |
| 4 | 0.0806 | -19057.3287 |
| 5 | 0.0305 | -11822.1209 |
| 6 | 0.0296 | -11821.0418 |
| 7 | 0.0701 | -14960.0642 |
| 8 | 0.0870 | -25800.4833 |
| 9 | 0.0604 | -27346.7346 |
| 10 | 0.0735 | -12910.4760 |